Formula: C36H90N6Na3O16P
Source: the OMol25 dataset
Level of theory: ωB97M-V with the def2-TZVPD basis set

Output
- molecular weight (u) = 963.09
- lowest unoccupied orbital energy (alpha / beta) (eV) = -2.184 / -6.946
- spin multiplicity = 2
- DFT total energy (eV) = -103021.6309
- charge = +1

Each line ends with the Löwdin charge.
Cartesian coordinates (Å):
Na (1.01182, -0.22176, 2.39531)  0.50
Na (-2.11075, 0.34305, -1.08791)  0.29
Na (2.44897, 1.62793, -1.67024)  0.50
P (0.49272, 0.45961, -0.23696)  0.07
O (0.93422, -0.89948, -0.84205)  -0.29
O (0.07408, 1.45337, -1.34225)  -0.34
O (1.71891, 1.01507, 0.51911)  -0.32
O (-0.68057, 0.22820, 0.76004)  -0.33
C (7.94773, 0.05909, -1.23850)  -0.09
O (6.70718, -0.57964, -1.14689)  -0.19
C (5.87348, -0.13394, -0.08426)  -0.17
C (4.49447, -0.86626, -0.15352)  -0.10
N (3.66649, -0.46518, -1.28994)  0.04
C (4.04928, -0.92603, -2.60782)  -0.10
C (2.93881, -0.57532, -3.64534)  -0.14
O (3.00471, 0.82171, -4.02907)  -0.20
C (1.88867, 1.30884, -4.72856)  -0.08
H (8.41433, -0.36219, -2.12895)  0.10
H (8.55601, -0.24064, -0.38512)  0.09
H (7.90155, 1.14810, -1.24340)  0.09
H (5.68482, 0.93948, -0.06770)  0.12
H (6.32317, -0.34356, 0.88628)  0.13
H (3.91339, -0.66189, 0.74575)  0.12
H (4.61246, -1.94343, -0.27133)  0.13
H (2.68075, -0.52391, -1.07787)  0.04
H (4.32600, -1.97865, -2.66714)  0.15
H (4.94081, -0.37166, -2.90097)  0.14
H (2.02945, -0.59894, -3.04483)  0.09
H (2.82727, -1.24254, -4.50002)  0.13
H (1.45455, 0.57959, -5.41254)  0.10
H (2.25308, 2.12197, -5.35635)  0.11
H (1.16123, 1.71751, -4.02718)  0.08
C (-4.10607, 2.58171, 4.90564)  -0.11
O (-4.48277, 2.03564, 3.65048)  -0.16
C (-3.40164, 2.21980, 2.74375)  -0.22
C (-3.66978, 1.68539, 1.35497)  -0.17
N (-3.40828, 0.25095, 1.14635)  -0.05
C (-4.28445, -0.66637, 1.89595)  -0.16
C (-3.90798, -2.19361, 1.79490)  -0.19
O (-4.88922, -3.10258, 2.26248)  -0.17
C (-5.14921, -3.14654, 3.65643)  -0.09
H (-4.98284, 2.75690, 5.52909)  0.09
H (-3.47570, 3.46050, 5.04149)  0.08
H (-3.56908, 1.74587, 5.35412)  0.09
H (-2.41919, 1.90166, 3.09255)  0.11
H (-3.24900, 3.29448, 2.64440)  0.11
H (-3.07927, 2.33158, 0.70549)  0.08
H (-4.69559, 1.89794, 1.05388)  0.13
H (-2.44410, 0.12296, 1.41852)  0.05
H (-5.31937, -0.55985, 1.57085)  0.13
H (-4.27028, -0.47662, 2.96921)  0.10
H (-2.90980, -2.27964, 2.22424)  0.10
H (-3.80095, -2.37708, 0.72580)  0.11
H (-6.08735, -3.63022, 3.92854)  0.09
H (-5.38747, -2.14370, 4.01089)  0.08
H (-4.26759, -3.46736, 4.21133)  0.08
C (-1.52517, 5.72562, 2.03742)  -0.09
O (-0.62602, 5.37049, 0.98102)  -0.19
C (-0.87827, 4.14514, 0.27039)  -0.20
C (-1.95425, 4.35776, -0.82003)  -0.17
N (-2.04459, 3.08844, -1.56282)  -0.07
C (-2.49117, 3.29314, -2.92850)  -0.16
C (-2.13497, 2.06870, -3.83292)  -0.23
O (-2.33311, 2.21630, -5.18243)  -0.16
C (-2.26722, 1.03332, -5.91230)  -0.09
H (-1.18070, 6.69187, 2.40592)  0.09
H (-1.46140, 5.04858, 2.88927)  0.06
H (-2.56302, 5.74966, 1.70517)  0.08
H (-1.08738, 3.27768, 0.89639)  0.10
H (0.03304, 3.83746, -0.24239)  0.11
H (-1.55548, 5.13191, -1.47560)  0.12
H (-2.86883, 4.68388, -0.32477)  0.12
H (-1.13868, 2.64325, -1.52771)  0.03
H (-1.97786, 4.17020, -3.32265)  0.11
H (-3.54793, 3.52889, -3.05415)  0.13
H (-2.88758, 1.39548, -3.42248)  0.11
H (-1.14666, 1.64279, -3.65988)  0.10
H (-1.25463, 0.67968, -5.71814)  0.07
H (-2.36310, 1.24264, -6.97771)  0.10
H (-2.99395, 0.27703, -5.61568)  0.09
C (-1.01177, 2.92929, 6.73702)  -0.05
O (-0.77663, 2.96846, 5.27830)  -0.19
C (0.54578, 2.71669, 4.95151)  -0.24
C (0.59183, 2.75680, 3.40595)  -0.16
N (1.88369, 2.26796, 2.78031)  -0.05
C (2.99498, 3.25133, 2.92457)  -0.16
C (4.41645, 2.89202, 2.34708)  -0.20
O (5.33901, 3.96271, 2.26912)  -0.18
C (5.81456, 4.52398, 3.47184)  -0.10
H (-0.89783, 1.94203, 7.18471)  0.09
H (-2.03841, 3.25270, 6.90882)  0.07
H (-0.41206, 3.59111, 7.36186)  0.09
H (0.86904, 1.69886, 5.16970)  0.12
H (1.24938, 3.43976, 5.36409)  0.12
H (0.28858, 3.68975, 2.93083)  0.10
H (-0.23459, 2.09745, 3.14061)  0.09
H (1.78469, 1.94760, 1.82760)  0.01
H (3.15574, 3.57664, 3.95240)  0.10
H (2.66014, 4.14978, 2.40614)  0.12
H (4.27838, 2.62515, 1.29931)  0.10
H (4.80848, 2.01734, 2.86606)  0.12
H (4.98793, 4.93813, 4.04914)  0.08
H (6.47321, 5.39219, 3.44944)  0.09
H (6.30311, 3.74352, 4.05520)  0.09
C (1.50270, -3.94546, -5.99843)  -0.15
O (0.59596, -2.94835, -5.74009)  -0.18
C (0.25271, -2.89089, -4.34349)  -0.19
C (-0.68936, -1.70677, -4.05935)  -0.15
N (-1.03412, -1.54930, -2.63125)  -0.03
C (-1.99292, -2.47592, -2.04178)  -0.18
C (-3.44447, -2.33707, -2.61998)  -0.17
O (-3.84528, -0.98332, -2.43212)  -0.22
C (-5.25838, -0.78346, -2.47189)  -0.07
H (2.48113, -3.69736, -5.58706)  0.08
H (1.54707, -3.98464, -7.08682)  0.10
H (1.24851, -4.94316, -5.64056)  0.09
H (1.14049, -2.74675, -3.72772)  0.09
H (-0.22791, -3.84453, -4.12519)  0.13
H (-1.57270, -1.72878, -4.69758)  0.12
H (-0.23398, -0.79794, -4.45274)  0.08
H (-0.21343, -1.48706, -2.04584)  0.05
H (-2.11364, -2.26293, -0.97963)  0.09
H (-1.64204, -3.50748, -2.01224)  0.11
H (-4.08766, -3.03745, -2.08718)  0.13
H (-3.45514, -2.57811, -3.68294)  0.12
H (-5.51670, 0.24070, -2.74110)  0.09
H (-5.79331, -0.94086, -1.53531)  0.09
H (-5.72379, -1.48322, -3.16602)  0.09
C (2.55332, -5.74658, -2.54371)  -0.11
O (2.64168, -5.20935, -1.23857)  -0.17
C (1.78783, -4.12069, -0.95583)  -0.23
C (1.97433, -3.79020, 0.47359)  -0.18
N (1.06969, -2.73609, 0.96384)  -0.05
C (-0.33686, -3.13556, 1.16827)  -0.18
C (-0.71551, -4.31541, 2.13352)  -0.15
O (-0.66010, -3.83802, 3.53445)  -0.19
C (-1.23137, -4.77112, 4.46228)  -0.11
H (1.53071, -6.10431, -2.66365)  0.08
H (3.05761, -6.71039, -2.61336)  0.09
H (2.82533, -5.20057, -3.44703)  0.07
H (0.78876, -4.53914, -1.07782)  0.13
H (1.94710, -3.30249, -1.65816)  0.11
H (2.98671, -3.51639, 0.77061)  0.11
H (1.72724, -4.68032, 1.05215)  0.12
H (0.96513, -2.02773, 0.25153)  -0.01
H (-0.72114, -3.31135, 0.16352)  0.09
H (-0.96455, -2.29938, 1.47635)  0.09
H (-0.20086, -5.25482, 1.93168)  0.11
H (-1.73418, -4.53254, 1.81216)  0.11
H (-2.22844, -5.04966, 4.12116)  0.07
H (-1.33584, -4.44027, 5.49559)  0.09
H (-0.75746, -5.74910, 4.54633)  0.08